This record from OMol25 describes a structure of composition C24H25I2InO10S3 in a non-equilibrium geometry. The level of theory is wB97M-V/def2-TZVPD.

Computed properties:
Spin multiplicity ... 1
M ... 938.281 g mol⁻¹
Kohn-Sham gap ... 8.428 eV
ΔE to the lowest compared entry with this formula, charge and spin ... 1.279 eV
Electronic energy ... -99649.962 eV
LUMO level ... -0.80 eV

Last column: Löwdin charge in e.
Element x y z (Å)
I  2.47  3.33  -2.64  1.1663
I  -0.62  3.60  -0.79  1.1681
In  1.36  1.05  -1.17  0.4016
S  -0.99  0.67  -2.81  0.4769
S  1.77  -1.19  -2.73  0.5366
S  3.30  1.66  0.53  0.5196
O  4.37  2.61  0.56  -0.2558
O  -2.41  0.88  -2.81  -0.2764
O  1.45  -1.37  -1.31  -0.3012
O  2.86  -2.00  -3.19  -0.2485
O  0.46  0.23  1.10  -0.0261
O  1.98  2.36  0.41  -0.4537
O  3.36  0.71  -0.61  -0.3235
O  -0.53  0.29  -1.44  -0.3693
O  -0.22  1.81  -3.25  -0.4503
O  1.92  0.26  -3.02  -0.3934
C  4.17  -1.63  5.47  -0.0476
C  0.84  4.60  -1.98  -0.9385
C  -2.88  2.61  1.92  -0.0593
C  3.36  0.70  2.00  -0.2744
C  3.21  -0.67  1.92  -0.0380
C  -1.02  -2.05  0.99  -0.0181
C  -5.89  -1.12  0.61  -0.0390
C  -0.47  -2.92  -5.59  -0.0528
C  3.44  -1.43  3.06  -0.0132
C  -4.28  0.70  1.27  -0.0013
C  -0.57  0.84  1.39  -0.2134
C  0.37  -1.60  -3.76  -0.2119
C  -0.72  -0.75  -3.87  -0.2108
C  -2.13  -1.07  1.07  -0.1740
C  -1.91  0.30  1.38  -0.0984
C  -1.68  -0.99  -4.84  -0.0390
C  -4.51  -0.63  0.91  -0.2437
C  3.82  -0.83  4.26  -0.2663
C  0.48  -2.69  -4.61  -0.0374
C  3.71  1.33  3.18  -0.0390
C  -3.01  1.17  1.52  -0.1940
C  -1.55  -2.06  -5.72  -0.0524
C  3.91  0.56  4.32  -0.0296
C  -3.43  -1.49  0.84  0.0061
H  1.34  -3.33  -4.50  0.1150
H  -6.05  -1.10  -0.46  0.0913
H  5.24  -1.58  5.64  0.0874
H  -2.07  2.79  2.62  0.0805
H  2.93  -1.12  0.98  0.1128
H  1.25  5.39  -1.36  -0.0212
H  -2.28  -2.21  -6.50  0.1099
H  3.67  -1.24  6.35  0.0819
H  -2.53  -0.33  -4.88  0.1139
H  4.20  1.04  5.24  0.1168
H  -5.12  1.38  1.34  0.1197
H  -0.36  -3.76  -6.26  0.1086
H  -0.50  1.92  1.62  0.0870
H  -6.01  -2.14  0.96  0.0810
H  -2.68  3.22  1.02  0.0096
H  3.90  -2.68  5.34  0.0753
H  -0.46  -2.07  1.93  0.0978
H  -1.41  -3.05  0.77  0.0865
H  -0.32  -1.77  0.21  0.0613
H  0.34  4.98  -2.87  -0.0198
H  -3.61  -2.53  0.61  0.1196
H  3.36  -2.50  3.00  0.1163
H  -6.64  -0.49  1.08  0.0785
H  -3.80  2.96  2.37  0.0853
H  3.82  2.40  3.19  0.1204